This record from OMol25 describes one molecule with the formula C5H7NO. The level of theory is ωB97M-V with the def2-TZVPD basis set.

XYZ file:
```
14
Properties=species:S:1:pos:R:3:forces:R:3:lowdin_charge:R:1
O 1.939 -1.144 1.158 -0.017 0.168 0.154 -0.061
C 2.365 -0.677 -0.112 0.178 0.000 -0.334 -0.268
C 1.189 -0.201 -0.855 -0.535 0.278 0.099 0.011
C 0.097 0.313 -0.915 0.586 -0.275 0.295 0.012
C -1.090 0.968 -0.418 0.115 0.235 -0.157 -0.326
C -2.394 0.286 -0.279 -0.215 -0.099 -0.121 -0.140
N -1.533 0.444 0.888 0.063 -0.035 0.210 0.023
H 1.335 -0.473 1.506 0.207 -0.173 0.053 0.082
H 3.060 0.169 -0.019 0.006 -0.169 0.017 0.120
H 2.896 -1.502 -0.584 -0.061 0.006 -0.061 0.114
H -1.047 2.051 -0.473 -0.190 -0.053 -0.010 0.133
H -2.497 -0.704 -0.711 -0.021 0.120 -0.002 0.111
H -3.290 0.898 -0.242 0.077 -0.153 -0.121 0.102
H -1.030 -0.427 1.057 -0.193 0.149 -0.023 0.086
```
Forces are in eV/Å.

Values from the calculation:
HOMO level   -9.37 eV
Structure (SMILES)   OCC#C[C@H]1CN1
E_LUMO   0.94 eV
Frontier orbital gap   10.313 eV

---

This record from OMol25 describes a 6-piece molecular cluster, C19H45ClN5O5S overall. The level of theory is ωB97M-V with the def2-TZVPD basis set.

XYZ file:
```
76
Properties=species:S:1:pos:R:3:forces:R:3:lowdin_charge:R:1
C 0.082 0.862 4.831 -0.265 0.276 0.137 -0.051
C -0.882 1.489 3.822 0.148 0.190 0.046 -0.437
C -1.118 2.956 4.163 -0.013 -0.195 0.129 -0.094
C -2.163 0.626 3.731 0.507 -0.057 -0.195 -0.382
S -3.728 1.308 4.274 -0.612 -0.413 -0.278 0.758
Cl -3.788 0.911 6.213 0.075 0.235 0.285 0.384
H 0.542 -0.041 4.441 0.034 -0.108 0.014 0.085
H -0.447 0.644 5.762 0.012 -0.150 0.069 0.080
H 0.856 1.578 5.093 0.217 -0.079 -0.157 0.090
H -0.428 1.448 2.831 0.080 -0.074 -0.026 0.117
H -1.577 3.066 5.150 -0.067 0.082 0.044 0.076
H -0.154 3.450 4.235 0.051 0.108 -0.120 0.096
H -1.704 3.485 3.410 -0.066 0.070 -0.042 0.085
H -2.070 -0.266 4.354 -0.126 -0.105 -0.003 0.094
H -2.378 0.264 2.725 -0.107 0.155 -0.111 0.099
H -3.513 2.637 4.322 0.342 0.073 0.081 -0.021
C -6.183 -1.377 4.764 -0.114 -0.057 0.206 -0.031
C -6.300 -2.710 4.054 0.083 0.059 -0.071 -0.555
O -5.401 -3.097 3.326 0.043 0.010 -0.015 0.033
N -7.420 -3.437 4.258 -0.022 0.000 0.012 0.016
C -8.568 -3.116 5.087 0.049 -0.114 -0.094 -0.066
H -5.213 -0.971 4.502 0.025 -0.042 -0.108 0.006
H -6.969 -0.684 4.463 -0.012 -0.002 0.024 0.092
H -6.220 -1.504 5.848 -0.084 0.032 0.003 0.085
H -7.428 -4.311 3.755 -0.010 -0.016 -0.002 0.147
H -8.706 -3.872 5.860 0.003 0.026 0.036 0.088
H -9.476 -3.072 4.484 -0.012 0.042 0.009 0.088
H -8.430 -2.154 5.569 -0.002 0.020 0.011 0.071
C -0.083 -1.290 0.747 -0.026 0.128 0.034 -0.007
C 1.191 -0.759 1.365 0.178 0.129 0.101 -0.583
O 1.381 0.450 1.522 -0.459 0.052 0.286 -0.021
N 2.129 -1.647 1.720 -0.272 -0.140 0.227 0.034
C 2.113 -3.092 1.531 0.315 0.280 0.071 -0.055
H -0.712 -0.442 0.488 0.024 0.028 -0.018 0.076
H 0.132 -1.856 -0.159 -0.023 -0.039 0.009 0.091
H -0.617 -1.941 1.442 0.026 -0.082 -0.047 0.084
H 2.956 -1.228 2.118 0.054 0.001 -0.080 0.147
H 2.193 -3.616 2.485 -0.063 0.057 0.021 0.088
H 2.948 -3.360 0.896 -0.078 -0.241 -0.024 0.058
H 1.200 -3.397 1.033 0.015 -0.058 -0.040 0.075
C 2.168 0.731 -1.493 0.141 -0.098 -0.313 0.000
C 2.837 0.024 -2.653 -0.060 0.023 0.030 -0.533
O 3.263 -1.122 -2.538 -0.040 -0.075 -0.020 0.012
N 2.938 0.690 -3.823 -0.012 0.037 0.059 0.018
C 2.496 2.040 -4.147 0.133 -0.299 -0.026 -0.080
H 2.188 0.071 -0.641 0.088 -0.054 -0.009 0.042
H 2.693 1.648 -1.227 -0.060 0.047 -0.027 0.093
H 1.132 0.971 -1.737 0.014 0.087 0.020 0.091
H 3.389 0.157 -4.550 0.011 0.005 -0.023 0.140
H 1.774 2.023 -4.959 -0.033 0.058 0.004 0.073
H 3.340 2.652 -4.459 -0.034 0.071 0.006 0.082
H 2.033 2.503 -3.282 -0.011 0.012 0.012 0.070
C 0.637 6.228 -4.696 0.018 -0.053 0.006 -0.008
C 1.289 5.519 -5.861 0.000 0.041 -0.022 -0.538
O 1.712 4.377 -5.765 -0.036 0.048 0.041 0.022
N 1.391 6.201 -7.028 -0.021 0.050 -0.011 0.011
C 0.951 7.551 -7.324 0.076 -0.126 -0.079 -0.073
H 0.636 5.551 -3.848 0.014 -0.031 -0.005 0.077
H 1.188 7.130 -4.429 -0.032 0.031 -0.008 0.085
H -0.391 6.504 -4.932 0.004 0.046 0.003 0.084
H 1.835 5.675 -7.764 0.008 -0.004 -0.013 0.141
H 0.218 7.548 -8.132 -0.034 0.023 0.023 0.085
H 1.794 8.172 -7.629 -0.006 0.034 0.032 0.085
H 0.494 7.999 -6.449 -0.011 0.017 0.013 0.070
C 4.484 -6.429 -1.648 -0.076 -0.005 0.049 -0.008
C 3.782 -5.092 -1.656 0.093 0.236 -0.193 -0.532
O 3.115 -4.702 -0.704 -0.015 -0.286 0.035 0.003
N 3.920 -4.309 -2.748 -0.066 -0.060 -0.029 0.023
C 4.661 -4.586 -3.962 -0.077 0.117 0.124 -0.071
H 4.273 -6.917 -0.702 -0.021 0.011 0.021 0.080
H 4.128 -7.063 -2.461 0.044 -0.010 -0.023 0.084
H 5.562 -6.304 -1.751 0.007 -0.016 -0.045 0.085
H 3.458 -3.411 -2.670 0.082 0.125 -0.003 0.106
H 5.447 -3.844 -4.107 0.034 -0.019 -0.013 0.085
H 4.000 -4.557 -4.830 0.009 -0.036 -0.020 0.083
H 5.118 -5.568 -3.911 0.018 -0.025 -0.017 0.070
```
Forces are in eV/Å.

Values from the calculation:
HOMO level   -10.45 eV
Charge   +1
E_LUMO   -4.80 eV
Frontier orbital gap   5.645 eV

---

This record from OMol25 describes a 2-piece molecular cluster, C4H7ClF4N2 overall. The level of theory is ωB97M-V with the def2-TZVPD basis set.

XYZ file:
```
18
Properties=species:S:1:pos:R:3:forces:R:3:lowdin_charge:R:1
C 0.556 -0.440 1.886 -0.120 0.664 0.887 -0.089
C -0.854 0.176 -1.793 -4.792 -0.881 2.308 -0.084
C 0.614 -0.349 0.326 -0.248 -2.712 2.046 -0.351
C -0.642 0.049 -0.297 -1.533 1.951 -0.304 -0.674
N 0.829 -1.678 -0.368 -0.519 0.262 -0.433 -0.064
N -0.628 2.407 0.338 -0.397 -1.424 0.315 0.073
F 2.102 -2.063 -0.141 1.380 -0.258 0.433 0.012
F 0.103 -2.639 0.344 -0.003 0.285 -0.010 -0.021
F -1.483 2.225 1.431 0.541 0.581 -0.667 -0.146
F -1.492 2.725 -0.663 -0.159 0.409 0.090 -0.081
Cl -1.986 -0.311 0.672 -0.861 -0.360 -0.586 0.830
H 1.531 -0.417 2.379 0.249 0.530 -0.599 0.077
H -0.042 0.444 2.200 0.735 -0.466 0.018 0.055
H 0.120 -1.282 2.454 -0.357 0.039 -1.337 0.080
H -1.160 -0.810 -2.208 0.318 0.504 0.253 0.101
H 0.001 0.485 -2.209 3.142 1.301 -1.873 0.034
H -1.755 0.884 -1.988 1.736 -1.055 0.301 0.111
H 1.442 0.266 0.101 0.889 0.630 -0.843 0.136
```
Forces are in eV/Å.

Values from the calculation:
HOMO level (alpha / beta)   -10.34 / -8.57 eV
E_LUMO (alpha / beta)   -0.48 / -0.78 eV
Frontier orbital gap (alpha / beta)   9.863 / 7.795 eV

---

This record from OMol25 describes a 2-piece molecular cluster, C2H5IN overall. The level of theory is ωB97M-V with the def2-TZVPD basis set.

XYZ file:
```
9
Properties=species:S:1:pos:R:3:forces:R:3:lowdin_spin:R:1
C 0.087 0.637 0.696 -0.745 0.832 1.375 0.063
C -0.547 0.170 -0.606 -3.629 -2.082 5.610 0.374
N 0.523 -0.636 0.189 -0.538 -2.989 0.745 0.015
I -0.050 0.477 -2.547 1.088 1.043 -4.910 1.306
H 0.766 1.397 0.415 0.918 0.848 0.423 0.006
H -0.292 0.694 1.799 0.304 -0.176 -2.500 0.003
H -2.051 -0.416 -0.499 2.931 0.769 -0.096 0.221
H 1.495 -0.874 -0.137 -1.229 0.681 0.120 0.006
H 0.068 -1.449 0.690 0.902 1.074 -0.767 0.005
```
Forces are in eV/Å.

Values from the calculation:
HOMO level (alpha / beta)   -10.27 / -14.92 eV
Charge   +1
E_LUMO (alpha / beta)   -4.09 / -8.21 eV
2S+1   3
⟨S²⟩   2.0160
Frontier orbital gap (alpha / beta)   6.184 / 6.708 eV

---

This record from OMol25 describes a 2-piece molecular cluster, C2H8N2O overall. The level of theory is ωB97M-V with the def2-TZVPD basis set.

XYZ file:
```
13
Properties=species:S:1:pos:R:3:forces:R:3:lowdin_charge:R:1
N 1.645 1.849 -2.085 -0.058 -0.039 0.247 0.111
C 1.189 1.741 -0.801 -0.586 -0.656 0.143 -0.406
O 0.533 0.787 -0.436 0.035 0.200 -0.014 -0.002
H 1.475 1.007 -2.600 -0.045 -0.328 -0.276 0.095
H 2.523 2.277 -2.299 0.187 0.506 0.135 0.086
H 1.342 2.576 -0.111 0.452 0.283 -0.213 0.123
C -2.136 -1.960 2.000 0.974 0.797 -0.517 -0.191
N -0.993 -2.132 1.082 -0.134 -0.177 0.140 -0.077
H -2.712 -1.059 1.773 -0.313 -0.106 -0.097 0.060
H -1.699 -1.756 2.974 -0.310 -0.498 0.343 0.063
H -2.763 -2.842 1.969 -0.166 -0.083 0.294 0.057
H -1.223 -1.822 0.150 -0.058 0.007 -0.146 0.042
H -0.222 -1.551 1.379 0.023 0.095 -0.039 0.039
```
Forces are in eV/Å.

Values from the calculation:
HOMO level   -8.79 eV
Structure (SMILES)   NC=O.CN
E_LUMO   0.90 eV
Frontier orbital gap   9.685 eV

---

This record from OMol25 describes C30H33BN4O3RuS2 as an isolated structure. The level of theory is ωB97M-V with the def2-TZVPD basis set.

XYZ file:
```
74
Properties=species:S:1:pos:R:3:forces:R:3:lowdin_charge:R:1
Ru 1.535 -0.606 0.406 -0.206 -0.437 -0.025 1.046
C 3.199 1.709 -0.251 -0.077 0.071 -0.106 -0.061
N 2.034 0.964 -0.828 0.037 0.130 0.072 -0.240
C 2.441 0.290 -2.090 -0.043 0.011 -0.134 -0.094
C 3.388 -0.838 -1.774 0.011 -0.025 0.081 -0.246
C 4.438 -1.185 -2.598 0.023 -0.019 -0.016 0.014
C 5.248 -2.256 -2.239 -0.004 0.012 -0.016 -0.010
C 4.987 -2.928 -1.059 0.003 -0.010 0.013 -0.015
C 3.925 -2.514 -0.275 -0.034 0.015 -0.031 -0.091
N 3.131 -1.498 -0.625 0.059 -0.025 -0.031 -0.019
C 0.823 1.819 -1.004 0.089 0.042 -0.080 -0.068
C -0.136 1.720 0.155 -0.007 0.128 0.020 -0.222
C -1.166 2.633 0.304 -0.045 0.040 0.017 0.014
C -2.063 2.475 1.348 0.032 0.053 -0.071 -0.015
C -1.887 1.422 2.233 0.015 -0.023 0.041 -0.010
C -0.833 0.557 2.027 0.036 0.000 0.004 -0.078
N 0.017 0.688 0.998 -0.096 -0.169 0.168 -0.011
C 3.400 1.424 1.207 -0.024 0.030 0.068 -0.225
C 4.210 2.212 2.006 0.007 0.019 0.032 0.013
C 4.405 1.849 3.328 0.001 0.007 -0.001 -0.012
C 3.776 0.711 3.813 0.007 0.018 0.006 -0.018
C 2.972 -0.020 2.965 0.042 0.011 -0.023 -0.074
N 2.793 0.329 1.681 -0.054 -0.074 0.145 -0.037
H 3.084 2.780 -0.427 0.012 -0.006 0.005 0.141
H 4.100 1.397 -0.782 -0.002 -0.010 -0.027 0.143
H 2.889 0.996 -2.795 -0.007 0.008 -0.002 0.149
H 1.536 -0.120 -2.541 0.045 0.024 -0.004 0.113
H 4.622 -0.628 -3.507 -0.001 -0.005 0.007 0.131
H 6.075 -2.552 -2.871 -0.010 0.002 0.004 0.129
H 5.596 -3.762 -0.739 -0.007 0.006 -0.001 0.125
H 3.688 -3.008 0.657 0.008 0.000 0.015 0.101
H 0.302 1.489 -1.904 0.006 -0.019 0.018 0.122
H 1.110 2.861 -1.160 -0.012 -0.017 -0.044 0.141
H -1.266 3.452 -0.396 0.004 -0.007 0.011 0.133
H -2.883 3.171 1.475 0.019 -0.011 -0.006 0.128
H -2.553 1.271 3.070 0.004 -0.005 -0.007 0.126
H -0.656 -0.284 2.684 -0.011 0.025 0.003 0.115
H 4.679 3.096 1.595 0.003 -0.006 0.001 0.133
H 5.036 2.447 3.972 -0.006 -0.007 -0.010 0.128
H 3.901 0.393 4.838 0.001 0.006 -0.008 0.123
H 2.446 -0.906 3.294 0.013 0.022 -0.011 0.094
C 0.469 -2.827 5.283 -0.005 0.113 -0.067 -0.038
O 0.810 -2.511 3.906 -0.238 0.175 0.193 -0.240
C -0.017 -2.962 2.972 0.641 -0.695 0.147 -1.129
S -1.348 -3.832 3.121 -0.248 0.220 0.015 0.890
S 0.899 -2.797 1.409 -0.023 0.161 -0.081 1.051
H 1.271 -2.404 5.877 0.004 0.014 0.007 0.100
H 0.416 -3.906 5.404 0.001 -0.024 -0.022 0.095
H -0.490 -2.380 5.533 0.005 -0.006 0.033 0.094
C -6.034 -0.361 -2.145 -0.017 -0.009 -0.001 -0.033
C -4.928 0.700 -2.228 0.014 0.005 -0.004 -0.557
C -4.997 1.369 -3.601 -0.006 0.005 -0.007 -0.059
C -5.161 1.771 -1.151 0.010 0.009 0.009 -0.040
C -3.573 0.041 -1.973 0.001 0.002 -0.032 -0.140
C -2.528 0.097 -2.899 -0.022 0.055 -0.012 0.008
C -1.278 -0.479 -2.667 -0.006 -0.003 -0.029 0.010
C -1.112 -1.100 -1.456 -0.106 0.065 -0.130 -0.190
O 0.028 -1.728 -0.932 0.132 -0.063 -0.046 0.037
B -0.424 -2.220 0.313 0.043 0.225 -0.083 -0.937
O -1.732 -1.941 0.557 0.060 -0.046 0.002 0.158
C -2.147 -1.210 -0.550 -0.065 0.041 -0.016 -0.162
C -3.378 -0.650 -0.769 0.021 -0.019 0.021 0.084
H -7.002 0.101 -2.341 0.010 -0.009 0.006 0.095
H -6.085 -0.826 -1.160 0.001 0.008 -0.020 0.081
H -5.878 -1.148 -2.886 -0.002 0.010 0.008 0.098
H -5.981 1.819 -3.731 0.008 -0.001 0.002 0.095
H -4.858 0.651 -4.411 -0.002 0.006 0.009 0.094
H -4.257 2.166 -3.707 -0.011 -0.014 0.002 0.088
H -6.132 2.245 -1.301 0.012 -0.001 0.001 0.095
H -4.393 2.548 -1.203 -0.018 -0.015 -0.005 0.083
H -5.152 1.344 -0.147 -0.009 0.002 -0.007 0.078
H -2.684 0.593 -3.846 -0.007 -0.011 0.008 0.110
H -0.504 -0.456 -3.426 -0.025 -0.006 0.037 0.125
H -4.165 -0.755 -0.034 0.015 0.000 -0.014 0.139
```
Forces are in eV/Å.

Values from the calculation:
HOMO level   -13.86 eV
Charge   +2
E_LUMO   -5.22 eV
Frontier orbital gap   8.638 eV

---

How do the records compare in energy relative to the best compared isomer or geometry (same formula, charge and spin)? In the order shown, they have 370.0; 0.0; 131.5; 322.9; 106.4; 0.0 kJ/mol.